ORCA calculation (ωB97M-V/def2-TZVPD) on one molecule with the formula C5H9NO2.

Properties
energy relative to the best compared isomer or geometry (same formula, charge and spin): 61.7 kcal/mol
total charge: 0
SMILES string: C[C@@H]1C(=O)[C@@]1(N)CO
HOMO level: -8.86 eV
E_tot: -401.07839 a.u.
gap between HOMO and LUMO: 9.518 eV

Structure (XYZ):
```
17
Properties=species:S:1:pos:R:3:forces:R:3:mulliken_charge:R:1
O -0.098018 -2.635585 0.268190 0.03 0.22 0.01 -0.57
O 2.013676 1.305837 0.211477 0.22 0.31 -0.33 -0.52
N -0.897899 0.497169 1.449805 -0.35 0.28 0.47 -0.64
C 1.536221 0.207410 0.954143 -0.78 -0.02 0.20 -0.83
C -0.183624 -0.371197 -0.939390 0.29 -0.25 -0.61 -0.02
C -0.058263 -1.457695 0.050885 -0.70 -0.39 -0.22 0.14
C -1.515218 -0.102797 -1.607203 0.16 -0.04 0.22 -1.38
C 0.043244 -0.096937 0.572825 1.85 0.08 0.62 0.82
H 0.663708 -0.183041 -1.588086 0.20 0.14 0.07 0.39
H 2.958378 1.392836 0.391178 -0.21 0.08 -0.09 0.32
H 2.196571 -0.659538 0.816085 -0.32 -0.04 -0.15 0.36
H -1.592504 0.949317 -1.879955 -0.06 0.03 0.03 0.31
H 1.555698 0.461398 2.020455 -0.22 -0.23 -0.01 0.43
H -1.858218 0.239715 1.261690 0.11 0.02 -0.01 0.25
H -1.603685 -0.696855 -2.515138 -0.05 -0.05 0.02 0.38
H -2.342966 -0.358595 -0.948025 -0.14 0.00 -0.05 0.30
H -0.817099 1.508558 1.481064 -0.04 -0.13 -0.17 0.26
```
Forces are in eV/Å.